(1)
58
Properties=species:S:1:pos:R:3:forces:R:3:lowdin_charge:R:1 method="wB97M-V/def2-TZVPD" largest_force_ha_per_bohr=0.0083 spin_multiplicity=2 energy_ha=-6261.9398 relative_energy_kcal_mol=10.22 total_charge=-2 orbital_gap_ev="4.64 / 4.63"
C 2.737 -3.843 2.506 0.0 0.1 0.0 -0.74
H 3.230 -7.152 2.727 0.0 0.0 0.0 0.10
N -0.064 -2.694 -0.427 0.0 0.0 0.0 0.02
N 1.440 -3.773 2.288 -0.1 -0.1 0.0 0.04
H -4.706 3.378 1.801 0.0 0.0 0.0 0.10
C 3.445 -5.021 2.683 0.0 0.1 0.0 -0.12
H -0.496 -2.102 -1.127 0.0 0.0 0.0 -0.02
H -0.583 -3.562 -0.358 0.0 0.0 0.0 0.02
O -1.251 -5.906 1.475 0.0 0.0 0.0 -0.03
C -0.855 -0.597 -4.641 0.0 0.0 0.0 -0.10
Sr -0.130 -1.406 2.147 0.2 0.0 -0.1 0.86
C -3.705 1.673 0.992 0.0 0.0 0.0 -0.16
C 1.368 -6.155 2.331 0.1 0.0 0.0 -0.01
C 0.753 -4.918 2.193 0.0 -0.1 0.0 -0.17
C 1.053 0.460 0.310 -0.2 0.0 0.2 -0.97
S -1.691 0.967 6.410 0.1 -0.2 -0.3 0.21
C -1.772 0.304 -4.115 0.0 0.0 0.0 -0.09
C -1.518 0.917 -2.895 -0.1 0.0 -0.1 -0.10
H -1.056 -1.078 -5.591 0.0 0.0 0.0 0.09
H -2.235 1.617 -2.481 0.0 0.0 0.0 0.11
Cl -2.510 -0.518 0.085 0.1 0.0 -0.1 0.71
C -0.352 0.632 -2.196 0.1 0.0 0.2 -0.34
H -4.463 0.967 1.297 0.0 0.0 0.0 0.10
C -2.814 3.892 0.930 0.1 0.0 0.0 -0.08
S 1.994 1.098 1.590 0.0 -0.1 -0.1 0.32
C 2.243 4.966 -0.800 0.0 0.0 0.0 -0.09
C -0.757 -4.849 1.901 -0.2 0.0 0.0 -0.69
H -2.688 0.521 -4.650 0.0 0.0 0.0 0.10
H -0.883 4.098 0.053 0.0 0.0 0.0 0.09
C -1.141 0.179 5.005 -0.2 0.3 0.2 -1.91
H 1.022 -1.599 -4.347 0.0 0.0 0.0 0.10
P 0.104 1.474 -0.641 0.2 0.1 -0.4 0.81
C -3.831 3.023 1.273 -0.1 -0.1 0.1 -0.09
S -1.738 0.693 3.443 0.0 -0.1 0.1 0.27
C 1.504 3.876 -0.367 0.0 -0.1 0.1 -0.12
C 0.560 -0.275 -2.725 0.0 0.0 0.0 -0.11
Br 3.626 -2.169 2.557 0.0 0.0 0.0 0.75
C 1.744 4.409 -3.080 0.0 0.1 0.1 -0.11
C -2.560 1.204 0.375 0.0 0.0 0.1 -0.68
C -1.509 2.052 0.023 0.0 0.1 0.0 -0.30
H 2.940 6.095 -2.490 0.0 0.0 0.0 0.09
O -1.310 -3.748 2.108 0.2 0.3 -0.1 -0.14
C 1.009 3.315 -2.649 0.0 0.0 0.0 -0.08
H -2.892 4.947 1.162 0.0 0.0 0.0 0.10
H 1.438 3.650 0.690 0.0 0.0 0.0 0.06
H 2.735 5.599 -0.072 0.0 0.0 0.0 0.10
H 0.880 -2.884 -0.737 0.0 0.0 0.0 0.03
H 0.755 -7.037 2.221 0.0 0.0 0.0 0.11
H 4.507 -4.995 2.879 0.0 0.0 0.0 0.09
H 0.542 2.674 -3.385 0.0 0.0 0.0 0.09
C 0.311 -0.888 -3.943 0.0 0.0 -0.1 -0.09
C 2.363 5.241 -2.155 0.0 0.0 0.0 -0.11
C 0.865 3.037 -1.288 0.0 -0.1 0.1 -0.28
S 0.001 -1.116 5.084 0.1 -0.1 0.0 0.21
H 1.450 -0.491 -2.144 0.0 0.0 0.0 0.10
C 2.727 -6.202 2.595 -0.1 -0.1 0.0 -0.07
H 1.835 4.612 -4.141 0.0 0.0 0.0 0.09
C -1.671 3.407 0.312 -0.1 0.1 0.0 -0.07

(2)
52
Properties=species:S:1:pos:R:3:forces:R:3:lowdin_charge:R:1 method="wB97M-V/def2-TZVPD" largest_force_ha_per_bohr=0.0747 spin_multiplicity=2 energy_ha=-3694.6247 relative_energy_kcal_mol=15.12 total_charge=-2 orbital_gap_ev="3.82 / 4.93"
H -4.047 -5.152 -0.847 0.0 0.0 0.0 0.08
H 1.329 1.325 3.283 0.0 0.0 0.0 0.08
H -2.296 -6.191 0.575 0.0 0.0 0.0 0.08
S -2.085 1.475 0.007 0.7 -0.8 0.1 0.57
C 0.209 -0.386 5.989 0.0 -0.1 0.3 -0.16
C -0.908 -4.595 0.295 0.0 -0.1 0.1 -0.15
H -2.771 5.782 -2.043 0.0 0.0 0.0 0.08
S 0.929 -2.634 -0.053 0.2 0.3 0.1 0.63
H 0.289 -0.393 7.073 0.0 0.0 -0.1 0.07
H 4.551 -0.600 -3.696 0.1 0.0 0.0 0.06
C -0.010 -0.359 3.161 0.2 0.0 1.8 -0.34
C -2.046 5.138 -1.556 0.0 0.1 0.0 -0.14
C -0.701 -1.316 3.961 0.1 0.0 -0.7 -0.07
C 0.791 0.590 3.869 -0.2 -0.1 -0.5 -0.07
H 1.182 5.074 -0.567 0.0 0.0 0.0 0.09
H 0.311 -2.669 -2.810 0.0 0.1 -0.1 0.07
C 0.166 4.741 -0.743 -0.1 0.1 0.0 -0.16
C 0.896 0.565 5.233 -0.1 0.1 0.5 -0.15
C 2.238 2.368 -1.026 -0.2 0.2 0.6 -0.36
C -0.060 -0.312 1.793 0.6 0.2 -3.6 -0.21
H -1.314 -2.055 3.459 0.0 0.0 0.0 0.10
H -3.578 -2.951 -1.923 0.0 0.0 0.0 0.09
H 3.206 2.738 -0.678 0.0 0.0 -0.1 0.07
H -3.440 3.547 -1.251 0.0 0.0 -0.1 0.08
C -3.096 -4.651 -0.697 -0.2 -0.3 0.1 -0.14
H -0.195 -1.435 -3.983 0.1 0.0 0.0 0.07
H -1.120 -2.070 5.910 0.0 0.1 -0.1 0.08
C -0.617 -3.352 -0.289 0.1 0.0 -0.2 -0.71
C -2.839 -3.433 -1.295 0.0 0.0 0.0 -0.15
C -0.586 -1.321 5.327 0.2 0.0 0.6 -0.15
H 1.816 3.088 -1.732 0.1 0.0 0.0 0.07
C 2.455 -1.095 -3.344 -0.2 0.1 0.1 -0.10
H 4.412 1.388 -2.162 -0.1 0.1 0.0 0.09
C 3.650 -0.368 -3.148 0.3 -0.3 -0.2 -0.15
C -0.198 3.465 -0.330 -0.1 0.0 0.0 -0.54
C -2.111 -5.232 0.101 -0.3 -0.1 -0.1 -0.14
H -0.152 -5.040 0.927 0.1 0.0 0.0 0.08
H 2.426 -1.903 -4.064 -0.1 -0.1 0.0 0.10
C 0.104 -1.607 -2.945 -0.6 -0.1 0.0 -0.42
S 1.062 2.450 0.427 0.1 -0.9 -0.7 0.94
S -1.391 -1.249 -1.946 0.6 0.0 0.3 0.90
C -2.422 3.889 -1.122 -0.1 0.2 -0.1 -0.16
N 1.254 0.198 -1.688 0.5 0.4 -0.3 -0.08
C 2.378 1.022 -1.646 0.6 0.1 -0.3 -0.36
H -0.440 6.568 -1.695 0.0 0.0 0.0 0.08
Cr 0.230 -0.057 0.045 -2.3 0.5 3.0 0.16
C 3.562 0.723 -2.288 -0.3 0.4 0.4 -0.10
C 1.328 -0.792 -2.627 0.3 -0.5 -0.6 -0.41
H 1.530 1.292 5.736 -0.1 0.0 0.0 0.08
C -1.622 -2.794 -1.111 0.1 0.0 -0.1 -0.55
C -1.521 3.004 -0.500 0.0 0.1 0.0 -0.75
C -0.740 5.580 -1.368 0.1 0.2 -0.1 -0.14